# 1
The following is a DFT calculation (the ωB97M-V functional and the def2-TZVPD basis) of C29H46P2V as an isolated structure in a non-equilibrium geometry.

```
78
Properties=species:S:1:pos:R:3:forces:R:3:lowdin_spin:R:1
V 0.000000 0.000000 0.000000 0.256 -0.072 4.140 1.105
C 2.051135 0.657368 -0.459761 -0.156 0.325 -0.215 -0.006
C 1.090296 1.440287 -1.210932 0.673 0.660 1.035 -0.001
C 0.702935 1.802477 1.062885 1.122 -0.078 0.000 -0.015
C 1.807365 0.856917 0.933128 -0.183 1.241 0.051 -0.018
C 0.284345 2.169538 -0.252109 0.318 -0.110 -0.309 -0.007
C 3.161233 -0.156186 -1.053868 0.009 -0.192 -0.062 0.001
H 2.909348 -0.495127 -2.062742 0.084 0.054 0.133 0.000
H 3.381293 -1.035897 -0.443004 0.044 0.121 -0.085 0.000
H 4.080273 0.440916 -1.126635 -0.231 -0.086 0.057 0.000
C 2.560586 0.261037 2.081407 -0.055 -0.286 -0.049 -0.001
H 3.167197 -0.588687 1.756150 -0.039 0.158 0.067 0.000
H 1.867685 -0.096766 2.849164 0.361 0.152 -0.235 0.000
H 3.231712 1.000948 2.538725 -0.177 -0.066 -0.183 -0.001
C 0.163811 2.312291 2.363063 -0.157 -0.090 0.066 0.000
H 0.751552 3.166895 2.725145 -0.048 -0.150 -0.195 -0.001
H 0.193491 1.526398 3.124321 0.009 0.392 -0.231 0.000
H -0.874811 2.637920 2.258267 0.152 -0.001 0.048 0.000
C -0.754426 3.195036 -0.593431 -0.195 -0.039 -0.040 0.001
H -0.317065 4.202643 -0.590738 -0.040 -0.249 0.034 0.000
H -1.576205 3.185072 0.127866 0.107 0.078 -0.070 0.000
H -1.171901 3.021203 -1.589200 0.068 0.069 0.120 0.000
C 1.085693 1.638261 -2.697064 -0.296 -0.368 -0.137 0.001
H 1.685108 2.513655 -2.985763 -0.125 -0.194 0.238 0.000
H 0.069958 1.794586 -3.072229 0.145 0.068 -0.003 0.000
H 1.501251 0.767885 -3.213247 -0.017 0.162 0.040 0.000
C -2.529526 -5.874685 -3.458541 0.166 0.301 -0.107 0.000
C -1.745968 -5.344731 -4.405365 -0.218 0.033 0.273 0.000
C -2.102283 -4.762313 -5.748119 -0.147 -0.013 -0.098 0.000
C -3.576814 -4.364968 -5.980202 0.075 -0.100 -0.029 0.000
C -4.071712 -3.328616 -5.000071 0.064 -0.003 0.332 0.000
C -4.559868 -3.506250 -3.766738 0.296 0.022 -0.243 0.000
C -4.776957 -4.772551 -2.980375 -0.036 -0.194 -0.096 0.000
C -4.030320 -6.038901 -3.454576 -0.116 0.055 -0.003 0.000
H -1.796956 -5.467893 -6.536765 -0.053 0.147 0.171 0.000
H -4.209281 -5.254420 -5.975338 0.087 0.190 -0.045 0.000
H -1.476061 -3.871685 -5.898428 -0.050 -0.094 -0.016 0.000
H -4.401524 -6.347620 -4.433504 0.068 0.008 0.209 0.000
H -2.030725 -6.211365 -2.549367 -0.015 -0.049 -0.110 0.000
H -0.676894 -5.320203 -4.190460 -0.052 -0.122 -0.037 0.000
H -4.288336 -6.850486 -2.764046 0.040 0.130 -0.137 0.000
H -4.486972 -4.569141 -1.939993 -0.046 -0.042 -0.038 0.000
H -4.851889 -2.604068 -3.227728 -0.090 -0.014 -0.071 0.000
H -5.856022 -4.990269 -2.943331 0.220 0.054 0.007 0.000
H -3.649608 -3.948220 -6.991731 -0.001 -0.081 0.183 0.000
H -3.988495 -2.297493 -5.344639 -0.075 -0.094 0.015 0.000
P -0.130747 -2.063601 -0.952566 -0.019 -4.372 -2.038 0.011
C 0.526806 -3.581573 -0.152797 0.202 0.548 0.358 0.002
C 0.322528 -2.347914 -2.715346 0.107 0.571 0.048 -0.002
P -2.131825 -0.349787 -0.718040 -4.503 -0.434 -1.384 0.010
C -1.983736 -2.189890 -0.923975 0.755 0.758 0.681 0.014
C -2.712108 0.252002 -2.359568 0.528 0.174 0.000 -0.003
C -3.608094 -0.040874 0.331520 0.481 0.307 0.291 0.003
H 0.410416 -3.458164 0.926922 -0.003 -0.197 -0.061 0.000
H 1.592982 -3.670847 -0.384860 -0.133 0.010 0.038 0.000
H 0.005469 -4.482046 -0.495034 -0.037 0.303 -0.077 0.000
H -0.223980 -3.198700 -3.136942 -0.073 0.104 0.260 0.000
H 1.396093 -2.549098 -2.782615 -0.117 0.069 0.071 0.000
H 0.105952 -1.449946 -3.299461 -0.011 -0.138 -0.103 0.000
H -4.480097 -0.607244 -0.012911 0.276 0.024 -0.123 0.000
H -3.840446 1.028925 0.310118 0.020 -0.134 -0.018 0.000
H -3.346522 -0.323999 1.354198 -0.283 0.192 -0.194 0.000
H -2.271396 -2.655465 0.024548 0.087 0.005 -0.293 0.001
H -2.497591 -2.675642 -1.760509 0.212 0.218 -0.103 0.002
H -3.077537 1.278451 -2.257388 0.086 -0.119 0.042 0.000
H -3.520700 -0.374016 -2.752614 0.187 -0.025 0.227 -0.001
H -1.877621 0.255164 -3.065269 -0.165 -0.036 -0.093 0.000
C -1.826583 -2.224959 4.816650 -0.458 -0.518 0.794 -0.001
C -0.758603 -1.380888 4.848155 0.422 0.383 -0.590 -0.003
C -0.262912 -0.781214 3.678310 -1.162 -0.869 -1.021 -0.008
C -0.774596 -0.978228 2.306190 -0.617 -0.454 2.101 -0.069
C -1.922047 -1.848179 2.445960 2.016 0.859 1.522 -0.011
C -2.418210 -2.444768 3.611816 0.105 0.072 -0.399 -0.003
H -2.210039 -2.679095 5.721562 0.018 -0.004 -0.013 0.000
H -0.302167 -1.167706 5.809916 0.174 0.186 -0.259 0.000
H 0.492798 -0.164601 4.047468 1.542 1.270 -0.670 -0.001
H -2.571959 -2.124021 1.726540 -1.440 -0.488 -3.067 -0.001
H -3.294951 -3.083205 3.571733 0.059 0.100 -0.297 0.000
```
Positions in Å, forces in eV/Å.

Summary:
calculated total energy	-75065.8858	eV
<S²>	0.79
HOMO (alpha / beta)	-13.4411 / -13.4410	eV
charge	+2
HOMO-LUMO gap (alpha / beta)	4.727 / 5.247	eV
spin multiplicity	2


# 2
The following is a DFT calculation (the ωB97M-V functional and the def2-TZVPD basis) of C51H51HfN5S8 as an isolated structure in a non-equilibrium geometry.

```
116
Properties=species:S:1:pos:R:3:forces:R:3:lowdin_charge:R:1
Hf 1.151795 0.359477 1.530072 0.803 -1.042 1.051 1.270
C 2.584395 0.138877 5.413072 -0.328 -0.200 -0.223 -0.464
C 2.894295 1.601677 5.197172 -0.161 -0.005 -0.522 -0.457
S 2.987795 2.066177 3.426572 0.371 0.308 0.198 0.861
C 4.755195 1.839877 3.000572 -0.637 -0.033 0.004 -0.450
C 5.169895 0.411177 2.710472 -0.130 -0.088 -0.230 -0.440
S 3.992495 -0.503123 1.614772 0.117 -0.390 0.360 0.824
C 4.028395 -2.108823 2.529672 0.011 0.282 -0.147 -0.467
C 3.048095 -3.130123 1.995472 -0.481 0.398 -0.205 -0.445
S 1.304995 -2.534623 1.878572 0.267 -0.101 0.408 0.812
C 0.612195 -2.950523 3.531372 0.062 0.254 -0.490 -0.465
C 1.168195 -2.181623 4.712072 -0.131 0.350 -0.067 -0.450
S 1.080095 -0.358423 4.460172 0.531 -0.160 0.161 0.826
H 3.421895 -0.481023 5.095072 -0.062 -0.071 0.018 0.063
H 2.383895 -0.045223 6.468072 -0.018 -0.068 0.001 0.107
H 2.115595 2.238977 5.615872 0.049 0.014 0.032 0.090
H 3.843295 1.862677 5.664172 -0.027 0.070 0.026 0.105
H 4.911295 2.483777 2.136072 -0.023 0.024 0.000 0.075
H 5.338895 2.237577 3.828872 0.069 0.065 -0.020 0.103
H 6.133495 0.424577 2.198572 -0.036 -0.119 0.042 0.101
H 5.281795 -0.161323 3.630972 -0.074 -0.058 -0.066 0.085
H 5.042595 -2.503723 2.436972 -0.043 0.068 0.051 0.111
H 3.821295 -1.887623 3.574372 0.077 0.020 -0.001 0.049
H 3.314095 -3.430823 0.982372 0.009 -0.067 0.019 0.077
H 3.050895 -4.015523 2.632872 -0.009 -0.018 -0.086 0.107
H -0.452905 -2.748223 3.405872 -0.013 -0.106 0.025 0.070
H 0.754995 -4.022423 3.684372 -0.090 0.068 -0.055 0.104
H 0.571595 -2.423623 5.594472 0.100 0.038 -0.026 0.104
H 2.203095 -2.449623 4.917372 0.016 0.052 0.012 0.081
N -0.779605 -0.093123 1.916272 0.512 0.432 -0.564 -0.445
S -2.036905 -0.331923 1.125072 -0.800 -0.060 -0.393 0.856
N -1.877605 -1.291723 -0.181028 -0.427 -0.251 0.304 -0.345
S -1.908805 -0.855823 -1.695228 0.282 0.151 0.341 0.954
N -0.752505 0.135077 -2.084928 0.387 0.130 -0.449 -0.352
S 0.841495 -0.160423 -1.852028 -0.391 -0.242 -0.451 0.884
N 1.324695 -0.139623 -0.425928 -0.472 0.414 0.542 -0.436
C 1.252395 -1.719823 -2.639828 0.148 0.445 0.203 -0.333
C 1.745895 -2.739223 -1.845428 0.087 0.171 0.382 -0.071
C 2.131595 -3.931123 -2.435128 -0.034 0.049 0.010 -0.032
C 2.022995 -4.086723 -3.808928 0.017 0.047 0.073 -0.018
C 1.512795 -3.062523 -4.592928 -0.064 0.177 0.050 -0.024
C 1.122795 -1.866223 -4.010328 -0.055 0.121 -0.203 -0.066
C 1.607295 1.149777 -2.816328 -0.205 -0.296 -0.020 -0.311
C 2.825395 0.910377 -3.436428 0.030 -0.241 0.139 -0.049
C 3.454295 1.947377 -4.109428 -0.013 -0.012 0.101 -0.027
C 2.877295 3.208077 -4.145128 -0.036 -0.108 0.001 -0.027
C 1.659195 3.432877 -3.521928 -0.061 -0.045 0.097 -0.038
C 1.020195 2.403577 -2.850328 -0.260 -0.017 0.084 -0.070
C -1.854405 -2.347223 -2.678028 -0.245 0.061 0.294 -0.331
C -1.601205 -3.590823 -2.128128 0.016 0.054 0.315 -0.052
C -1.600605 -4.697723 -2.963828 0.021 0.054 -0.035 -0.027
C -1.850205 -4.550023 -4.321128 -0.010 0.033 0.073 -0.017
C -2.100705 -3.293923 -4.857928 -0.020 0.131 0.108 -0.025
C -2.105905 -2.181323 -4.034128 -0.095 0.184 -0.085 -0.063
C -3.451905 -0.063923 -2.147628 0.293 0.017 -0.200 -0.325
C -4.598405 -0.835423 -2.003628 0.053 -0.221 0.119 -0.057
C -5.820505 -0.305123 -2.382128 0.130 -0.052 0.061 -0.018
C -5.886405 0.979477 -2.904828 0.097 0.011 0.017 -0.012
C -4.732305 1.735577 -3.048928 0.025 -0.060 0.025 -0.026
C -3.502605 1.214577 -2.675028 0.290 0.050 -0.075 -0.062
C -3.242205 -1.122823 2.183972 0.200 0.086 -0.372 -0.334
C -4.229005 -1.952323 1.677872 0.016 -0.023 -0.258 -0.057
C -5.194505 -2.450523 2.539872 0.044 0.042 -0.090 -0.023
C -5.169005 -2.114623 3.885872 0.054 0.028 -0.097 -0.014
C -4.171505 -1.288223 4.382572 0.063 0.046 -0.060 -0.027
C -3.201005 -0.787523 3.531072 0.280 0.205 0.025 -0.066
C -2.761905 1.238377 0.600472 0.156 -0.283 0.331 -0.305
C -4.084905 1.549377 0.862772 -0.179 -0.225 0.087 -0.028
C -4.562405 2.803677 0.509872 0.057 -0.068 -0.009 -0.017
C -3.715305 3.730377 -0.075828 -0.002 -0.006 0.035 -0.025
C -2.390505 3.408077 -0.332428 0.100 -0.165 0.046 -0.059
C -1.908205 2.153377 0.004372 0.321 -0.108 -0.076 -0.141
H 1.824895 -2.564423 -0.780828 0.073 -0.141 -0.010 0.049
H 2.531395 -4.734523 -1.837328 0.028 -0.068 0.115 0.122
H 2.350195 -5.003323 -4.274128 0.016 -0.113 -0.044 0.130
H 1.436995 -3.190623 -5.660128 -0.033 0.024 -0.153 0.130
H 0.739395 -1.053223 -4.608528 -0.024 0.060 -0.168 0.132
H 3.273095 -0.069623 -3.399828 0.121 -0.145 -0.058 0.123
H 4.392395 1.767977 -4.609928 0.104 -0.055 -0.042 0.128
H 3.371195 4.012277 -4.667628 0.040 0.071 -0.089 0.129
H 1.204595 4.409577 -3.570128 -0.083 0.097 0.025 0.124
H 0.067695 2.553477 -2.369728 -0.204 0.150 0.034 0.093
H -1.424505 -3.680423 -1.068328 0.034 -0.107 0.148 0.113
H -1.417605 -5.679023 -2.554828 0.021 -0.074 0.076 0.127
H -1.860805 -5.417223 -4.964528 -0.006 -0.075 -0.032 0.131
H -2.304305 -3.182923 -5.912128 -0.023 0.035 -0.068 0.131
H -2.312305 -1.199023 -4.430928 -0.061 0.112 -0.159 0.128
H -4.529205 -1.844023 -1.626028 -0.077 -0.178 0.014 0.115
H -6.717705 -0.897023 -2.289728 -0.050 -0.088 0.029 0.129
H -6.838005 1.382877 -3.216228 -0.073 0.043 -0.020 0.131
H -4.789905 2.726477 -3.470928 0.044 0.108 -0.041 0.128
H -2.591805 1.775577 -2.800628 0.084 0.138 -0.076 0.107
H -4.225305 -2.204823 0.629872 -0.090 -0.094 -0.102 0.094
H -5.974505 -3.091723 2.161972 -0.047 -0.099 -0.070 0.127
H -5.930505 -2.494823 4.546972 -0.097 -0.062 0.092 0.130
H -4.160505 -1.025023 5.428472 0.046 0.027 0.097 0.126
H -2.412705 -0.141423 3.886372 0.025 0.079 0.175 0.102
H -4.733505 0.832177 1.343872 -0.092 -0.027 0.032 0.123
H -5.590705 3.060377 0.706072 -0.128 0.007 0.054 0.131
H -4.083005 4.712677 -0.324128 -0.080 0.131 -0.053 0.129
H -1.741405 4.140277 -0.788128 0.116 0.050 -0.075 0.120
H -0.882405 1.858177 -0.204128 -0.214 0.284 0.015 0.062
S 0.477695 5.131277 1.897472 0.180 -0.486 -0.124 1.191
C 0.122695 3.475877 2.052372 0.092 -0.076 -0.121 -0.445
N 0.911495 2.634977 1.413472 -0.479 -0.065 0.009 -0.184
C 1.897195 3.324377 0.726572 0.434 0.743 -0.260 -0.374
C 2.918295 2.749077 -0.034728 -0.139 -0.022 0.166 -0.071
C 3.834595 3.586977 -0.634528 0.015 -0.122 0.045 -0.048
C 3.744995 4.976877 -0.503528 -0.117 -0.004 0.096 -0.027
C 2.745895 5.561777 0.247572 -0.031 -0.019 0.004 -0.033
C 1.825495 4.723477 0.870572 -0.154 -0.454 0.027 -0.420
H -0.718205 3.136077 2.634272 -0.108 -0.024 0.122 0.101
H 2.955195 1.667877 -0.162728 0.189 0.174 -0.150 0.059
H 4.637495 3.167777 -1.218628 0.098 -0.076 -0.113 0.122
H 4.471295 5.602477 -0.995228 0.111 0.093 -0.054 0.128
H 2.683795 6.633777 0.350672 0.009 0.112 0.015 0.131
```
Positions in Å, forces in eV/Å.

Summary:
calculated total energy	-149118.3126	eV
HOMO	-18.1360	eV
charge	+4
HOMO-LUMO gap	8.589	eV
energy above the lowest of the compared OMol25 structures with the same formula, charge and spin	0.0	kJ/mol